Here is 2 unconnected molecules or ions with the total composition C17H30F5NO6P in a non-equilibrium geometry from the OMol25 dataset. Energies are from ωB97M-V with the def2-TZVPD basis set.

```
60
Properties=species:S:1:pos:R:3:forces:R:3
C -5.386885 -1.761351 -3.278545 0.5273 0.1177 -0.8778
C -4.659101 -0.305521 -3.215910 -0.2070 -0.7514 -1.2176
C -3.262884 -0.415891 -2.428670 -0.4121 0.1445 -0.7717
P -3.340071 0.224359 -0.621268 3.0625 -2.4308 -1.1743
C -2.933658 -1.330131 0.426394 -1.1721 -0.9320 0.1565
C -4.191958 -2.359229 0.361738 -2.1751 -0.0049 2.6311
O -5.041430 -2.352424 1.280418 3.0849 0.1789 -3.2808
N -1.995102 1.338656 -0.484583 -1.4403 -1.1418 1.0886
C -0.678177 0.704598 -0.768565 3.8495 -2.3221 -0.5740
C 0.037672 1.157997 -2.151408 -1.3603 0.8753 0.3864
O -0.070524 -0.094176 -0.027581 -3.2053 2.9698 -1.9191
C -1.999465 2.150311 0.762954 -0.7427 5.3869 1.7869
C -1.583375 1.670366 2.223335 0.6443 0.0194 -0.0291
O -2.316051 3.365402 0.630860 1.1011 -5.1606 0.0227
C -5.033686 0.940198 -0.176365 -2.5338 1.9338 -0.6368
F -6.123005 0.068119 -0.499153 3.3610 1.7710 0.4431
F -5.182538 2.145120 -0.947654 0.4225 -2.9174 1.5685
C -5.247139 1.366377 1.356132 -3.0954 1.2991 2.9640
F -6.632304 1.152121 1.639406 3.5888 0.4514 -0.7676
F -5.055310 2.756162 1.593691 0.1961 -4.0422 -0.8512
F -4.543802 0.595613 2.295897 -1.0677 1.8916 -2.5668
H -6.523028 -1.686597 -3.371627 1.6619 -0.0972 0.4417
H -5.046451 -2.461356 -2.436501 -0.8361 1.1513 -1.0498
H -5.021827 -2.257900 -4.256524 -0.5961 0.6791 1.6091
H -4.393764 -0.067268 -4.315607 -0.3606 -0.1546 1.8809
H -5.351442 0.530858 -2.876724 1.0495 -1.1789 -0.2329
H -2.452482 0.163519 -3.013867 -1.2278 -0.7081 1.3552
H -2.964755 -1.531667 -2.435056 -0.3165 1.8156 0.4295
H -2.781294 -1.091157 1.528469 -0.2395 -0.1524 -1.5585
H -2.017594 -1.882313 0.012519 -1.1733 1.2527 0.3213
H -4.310919 -3.130092 -0.489229 0.5455 1.1943 1.0054
H 0.526396 0.288879 -2.698927 -0.5526 1.0896 1.1097
H 0.795615 1.974030 -1.863623 -0.9802 -1.3581 -0.4405
H -0.740005 1.663158 -2.840311 1.2854 -0.7827 1.1224
H -1.905772 2.470190 2.989683 0.2556 -1.2651 -1.5599
H -1.979512 0.649344 2.531596 0.5661 1.3684 -0.5647
H -0.432490 1.643515 2.282903 -1.7029 -0.1402 -0.2728
C 7.618705 -0.878427 2.368236 -0.2399 -0.2285 0.0606
O 6.229748 -0.588851 2.375046 0.3235 0.3579 -0.2979
C 5.920939 0.793165 2.480141 -0.2501 -0.2567 -0.1200
C 4.962946 1.266089 1.386284 -0.0611 0.1101 0.0337
O 5.437572 1.200744 0.042333 -0.1314 -0.2535 0.1139
C 5.708760 -0.088411 -0.507247 0.1093 -0.0146 -0.1138
C 4.521460 -1.045536 -0.644665 0.3717 0.0444 0.2776
O 3.991546 -1.430262 0.616601 -0.4338 0.4146 -0.2332
C 2.587747 -1.285139 0.725021 0.4753 -0.2561 0.1487
H 7.957733 -1.068400 3.388897 0.2116 0.0768 -0.0112
H 7.771881 -1.783556 1.776197 -0.0518 0.0009 0.0846
H 8.207795 -0.076325 1.912695 -0.0401 0.0124 0.0824
H 6.825180 1.409493 2.466765 0.0297 -0.0722 -0.0757
H 5.433425 0.935486 3.450332 -0.0756 0.2772 -0.0091
H 4.764874 2.326910 1.570304 0.1859 0.0092 -0.0653
H 3.992440 0.777109 1.467608 0.0783 -0.2599 0.1051
H 6.537823 -0.555909 0.021038 -0.1689 -0.1856 0.1623
H 6.084550 0.102491 -1.518062 -0.1594 0.0976 0.0290
H 4.871219 -1.959058 -1.136713 0.1105 0.1027 -0.2180
H 3.756240 -0.590135 -1.287484 -0.0202 0.0196 0.1614
H 2.208467 -0.459201 0.120657 0.1125 -0.0771 -0.0476
H 2.351640 -1.072437 1.769349 0.0038 -0.0829 0.0342
H 2.095423 -2.221660 0.438373 -0.1847 0.1137 -0.0789
```
Positions in Å, forces in eV/Å.

HOMO level: -10.75 eV
Total charge: +1
HOMO-LUMO gap: 6.02 eV